[1]
A molecular structure, C26H23Cl2F6N4O13P2S2Ti. Source: OMol25; level of theory: ωB97M-V with the def2-TZVPD basis set.

Geometry as ORCA input:
```
! wB97M-V def2-TZVPD RIJCOSX def2/J DEFGRID3
* xyz 1 1
F 0.5329 3.9172 0.6603
C -1.0505 4.0505 -3.1928
H -2.2579 2.2189 3.3319
Cl -5.3329 1.9426 -2.9814
O 3.7948 0.8861 0.6193
O -0.6597 -1.4719 -3.6085
H 1.7471 -6.2305 -1.4799
C 2.3728 -5.3481 -1.4764
O -2.2945 2.9309 0.7137
Cl -3.8400 -0.5010 -2.3738
H -1.3366 0.8106 5.1826
O -0.5701 -3.5150 0.7390
N -1.1207 1.4761 -0.5193
P 0.4320 -2.3126 -2.8158
O 1.3528 -3.0687 -3.6369
C -1.4966 1.8967 0.6331
C -0.3643 4.3731 -4.3544
H 3.6784 -1.4701 0.4551
C 2.8707 -2.1918 0.5846
C 0.3652 -0.4317 2.5690
P -1.1674 -2.8501 -0.4179
H -0.4005 0.7344 -3.1140
O 1.0555 -1.2107 -1.8471
H 3.9719 -2.8507 2.3839
H -4.4400 0.3753 -4.4772
N 1.6338 -1.3379 0.7635
O 2.1124 -2.0541 2.8308
C 4.1804 -4.0769 -2.4083
C 0.3409 3.4007 -5.0437
O 3.5242 5.4627 -1.0042
C 2.9508 -3.2132 -0.5222
C -1.8454 2.3276 -1.5164
S 2.6180 4.3797 -0.8870
H -2.6793 1.7163 -1.8655
F 2.6761 1.1464 -2.8397
C -1.0357 2.7479 -2.7121
H -2.9673 -4.0105 -0.2956
O 1.6170 1.3747 -0.3486
N -0.1377 0.3115 1.5965
C 2.9710 -2.8624 1.9646
F 0.5411 5.8440 -0.3248
C 1.3925 -1.3269 2.0286
N 3.3029 3.2127 -0.0141
H 0.8851 3.6585 -5.9417
C 0.3440 2.0941 -4.5769
C -4.9359 0.3024 -3.5164
S 3.0781 1.7309 -0.2803
C -1.0567 1.2275 1.8602
C -0.3507 1.7734 -3.4229
C -0.0360 -0.2967 3.8855
H 0.8852 1.3259 -5.1134
H -5.8513 -0.2734 -3.5809
H -1.5950 4.8320 -2.6794
C 3.9653 -3.0847 -1.4646
Ti 0.3721 -0.1634 -0.5110
H 4.9743 -3.9647 -3.1339
H -0.3770 5.3924 -4.7152
H -3.4419 3.6821 -0.8308
C -0.9966 0.6680 4.1663
O -1.1452 -1.2860 -0.3892
F 1.8304 5.4920 1.3783
F 4.4759 2.2809 -2.4375
O -0.4491 -3.1876 -1.8106
C 3.3840 -5.2088 -2.4159
H -1.7964 4.3710 -0.6643
C 1.3142 4.9522 0.2919
C -1.5183 1.4538 3.1455
C 2.1598 -4.3620 -0.5275
C 3.6903 1.3132 -2.0074
H -0.7282 -1.7473 -4.5305
H 4.6111 -2.2185 -1.4411
O -2.6826 -3.1794 -0.6913
H 2.5585 -3.8681 1.9742
H 1.3655 -4.4818 0.1966
F 4.3799 0.1841 -1.9405
H 0.3927 -0.9243 4.6532
O 1.9017 3.8560 -2.0080
C -2.3954 3.4629 -0.6418
H 3.5475 -5.9821 -3.1539
*
```

HOMO level in eV: -11.588
Total energy in Ha: -6050.10114

[2]
A molecular structure, C42H41BrFeGeN8O. Source: OMol25; level of theory: ωB97M-V with the def2-TZVPD basis set.

Geometry as ORCA input:
```
! wB97M-V def2-TZVPD RIJCOSX def2/J DEFGRID3
* xyz 3 2
H 2.6659 -3.5330 -0.2480
C 3.5846 1.2296 2.2414
C -4.6628 2.5542 3.8237
H -0.5160 -0.6343 -5.7948
H 1.4262 6.3736 1.1842
N 1.3321 5.7953 -0.7921
C -2.9908 -0.9436 -1.1395
C -1.9772 -6.7263 1.0261
N 1.7380 1.1697 0.6680
H -2.5120 -5.3490 -0.5471
Fe -0.2512 1.5122 0.5811
N -3.6540 -1.5395 -0.1602
H 3.4174 -1.5248 1.0929
H 2.7092 -4.4927 1.2211
H 5.5552 1.1477 1.3507
H 3.3850 -2.4956 2.5538
C -5.1421 2.6242 2.4935
H 1.1265 5.0158 -2.6842
C -2.4175 2.0638 3.0402
H -1.3854 -4.0439 1.2513
C -0.3949 -3.5810 -0.6270
H 5.1795 -4.0025 1.4346
C 2.2078 1.2663 1.9484
C 3.0783 1.3854 4.5939
C -1.7116 -0.4318 -0.9603
C 4.4897 1.1567 1.1568
C -1.2004 2.6559 -6.2485
H 0.1546 3.4279 -3.9917
N 0.2773 3.4093 0.1486
H -1.0866 -7.1716 1.4720
C -0.9065 0.3512 -7.6562
H -2.9645 2.2471 5.1003
C 1.1494 5.5811 0.5000
H 4.8017 -4.8109 -0.0810
H -6.1873 2.8435 2.3214
C -1.0687 0.4597 -1.9442
C 0.4363 3.6317 -1.1773
H -2.5495 -6.2471 1.8229
C 0.9746 4.8275 -1.6283
C -1.3343 2.5880 -7.6280
C -3.0683 -1.6324 1.0294
H 2.2128 1.0532 -1.3199
H -3.6288 -2.0977 1.8308
H -4.6236 2.4855 0.4292
N -0.4260 1.4670 -1.3400
H 0.5020 4.2059 2.0401
N -0.0845 1.5781 2.5506
H -1.2669 -3.2522 -1.2008
C -0.7965 -4.5565 0.4804
H 5.1103 -3.0754 -0.0660
C -0.7606 1.4886 -4.0867
C 1.2655 1.4264 2.9960
C -0.0399 2.5346 -2.0453
C -0.7679 0.3018 -6.2767
H -1.5729 3.4774 -8.1999
C 4.0053 1.1089 -0.1202
C -3.3047 2.2797 4.0724
C -1.0301 1.8202 3.3888
C 3.1719 -3.6309 0.7327
H 3.3952 1.4228 5.6267
H 0.0981 -4.9385 0.9825
N -1.0781 -0.5833 0.2377
H -2.5854 -7.5347 0.6249
C -0.1799 2.5710 -3.4241
C -1.6076 -5.7312 -0.0630
C 4.0026 1.2821 3.5916
H 0.2569 -4.0814 -1.3526
H -3.4996 -0.8381 -2.0906
Ge 0.6257 -2.0420 -0.0251
H 4.6623 1.0670 -0.9770
C -2.8942 2.1334 1.6710
N -1.1873 1.4652 -8.3191
H 1.3060 -1.2223 -1.1193
H 1.0189 1.5892 5.1261
H -1.3562 3.5988 -5.7405
C 2.9256 -2.3790 1.5694
C -1.2432 0.4220 -3.3127
H 0.9459 -2.9270 2.2688
Br -5.8101 2.8359 5.2331
H -0.7833 -0.5456 -8.2527
H -1.7685 -0.3958 -3.7875
H -1.2704 -1.3001 2.1810
C -0.9120 1.4838 -5.5532
C 4.6496 -3.8954 0.4875
H 1.2417 -1.1900 2.3134
H -0.8177 1.8739 4.4536
C 2.6140 1.1093 -0.3159
C -1.7793 -1.1751 1.2341
C 1.4287 -2.0978 1.7439
C -4.2876 2.4247 1.4558
O -2.1498 1.9574 0.6676
H -1.0277 -6.2306 -0.8442
H 5.0604 1.2450 3.8176
C 0.6286 4.3806 0.9799
C 1.7041 1.4734 4.2980
*
```

HOMO level (spin up / spin down) in eV: -15.612 / -15.612
Total energy in Ha: -8052.16520

[3]
2 unconnected molecules or ions with the total composition C2F5NO3S. Source: OMol25; level of theory: ωB97M-V with the def2-TZVPD basis set.

Geometry as ORCA input:
```
! wB97M-V def2-TZVPD RIJCOSX def2/J DEFGRID3
* xyz 0 1
F 1.1023 -1.3349 1.1235
O -1.1402 -1.6666 1.9501
N -1.5045 0.1324 -0.4371
O -2.2956 -0.6215 -0.8736
F 0.3925 1.6021 -1.9259
F 2.2883 0.7260 -1.6501
O 0.3189 0.1583 2.8549
C 1.0253 0.5087 -1.5883
C -0.6044 0.2908 0.3768
S -0.1871 -0.6837 1.8349
F 0.6088 -0.6169 -2.1824
F -0.0041 1.5055 0.5170
*
```

HOMO level (spin up / spin down) in eV: -8.798 / -8.663
Total energy in Ha: -1253.91952

[4]
10 unconnected molecules or ions with the total composition C29H53F3N2O23. Source: OMol25; level of theory: ωB97M-V with the def2-TZVPD basis set.

Geometry as ORCA input:
```
! wB97M-V def2-TZVPD RIJCOSX def2/J DEFGRID3
* xyz 0 1
H -4.0302 1.7005 0.7830
O 4.5964 -3.0434 -1.3262
H 1.8552 -4.7191 -3.1181
O 9.8312 3.7132 -2.2348
H 2.2005 -2.2408 -5.4033
H 4.9359 -1.2695 -2.3979
H 6.0939 4.7492 -2.5096
O -1.4644 -3.9634 1.8442
C -3.2901 2.6249 3.6678
H -5.3091 6.6345 0.3482
H -2.8542 -3.3470 0.5088
O 7.7600 3.6040 -2.9329
O 3.0157 -2.4591 -2.8042
H -1.1013 -1.0327 0.6352
H -7.4963 -1.5017 0.7225
C 0.7771 -5.7472 3.8357
C -0.5385 -1.4697 -0.1890
H -4.6709 1.3153 -0.8233
H 1.0411 -6.6452 3.2763
C 2.5182 0.4243 2.9632
O -1.5820 -1.9095 -5.1426
H -3.9256 5.4825 3.4088
C -3.3323 5.0878 -0.6765
H -3.0282 -5.0584 -3.8014
C 1.1582 -1.9383 -5.3891
C -1.9597 3.3300 -1.2782
H 0.7979 -3.8471 -2.0215
H 0.1080 -2.2350 0.2264
H 4.3723 -0.4204 2.4615
O 2.7826 -4.1490 -1.3585
H -0.8406 1.8939 2.7673
H 9.6352 5.1743 0.0596
C 3.3853 -3.1054 -1.8700
H 1.2766 -5.4660 -1.5824
C 9.0123 4.3015 0.2572
C -4.9385 1.4922 0.2158
H 0.8404 -1.9518 -6.4376
C -4.5372 4.5987 3.2093
C -1.6006 -1.4152 3.9052
C -4.5158 7.0509 -0.2706
F 3.9302 0.1074 0.0282
H -1.1345 2.5918 1.1834
C 3.4371 1.1974 -0.5755
H -5.5396 4.8946 3.5163
O 8.1431 4.0158 -0.8066
O -3.2187 1.5546 4.1873
O 1.4237 -0.0892 -0.5644
H -3.2108 -3.2663 -3.9388
F 3.5095 2.2133 0.2746
C -0.2229 -1.5993 4.3262
H 6.0881 -1.6373 -1.1153
O -2.6103 3.0472 2.6241
H -7.0561 -2.6411 2.0511
H 5.8379 3.2146 -3.4150
O -4.1572 3.5429 4.0693
H -3.1294 -4.9885 0.9644
O 0.4059 -2.7853 -4.5597
C 8.6809 3.7701 -1.9982
O -4.3174 4.4779 -1.0012
H -1.6001 -1.0882 2.8667
H -2.2011 -2.3151 4.0208
N 0.8702 -1.7491 4.6298
H 9.7272 3.4864 0.4093
C -4.7595 -0.7725 0.7454
C -2.7818 -4.0283 1.3503
O -3.3246 6.3164 -0.1963
H -6.8739 -0.9610 2.3110
H 0.0658 -5.9359 4.6291
O -5.4386 -1.8448 1.1167
H -0.9235 3.0252 -1.2787
H -4.8832 7.1112 -1.2973
H -5.6369 2.3082 0.3333
O -1.4190 -6.1681 2.2762
F 4.1618 1.4740 -1.6553
C -2.7631 -4.1678 -4.3563
H 1.7115 -5.3149 4.1769
C 0.0785 -0.3829 -1.0429
H -2.1119 -0.6633 4.5085
C 5.4568 -2.0767 -1.8804
H 8.4267 4.4109 1.1605
C 1.9597 1.0258 -0.9846
O 1.4368 1.8598 -1.6628
C -1.6215 2.2043 2.0649
O 0.2556 -4.7897 2.8822
H 3.1858 -1.5334 3.1324
O -3.6117 -0.7900 0.4171
C 1.6137 -4.5552 -2.0700
H 6.0931 3.2026 -1.6928
C -0.9359 -5.0765 2.3512
H -4.5122 4.3467 2.1542
C -0.9121 -2.8310 -4.7596
O -2.0874 4.6645 -0.7766
H -3.1957 -4.2691 -5.3567
C 3.5903 -0.5229 3.2096
N 1.6669 1.1488 2.7039
H 0.2869 -0.8614 -2.0043
C -6.8043 -1.7207 1.5284
H 4.0085 -0.4497 4.2100
H -3.5107 -3.7699 2.1191
H -4.2700 8.0598 0.0432
H -0.5626 0.4832 -1.1409
H -1.2376 -2.0107 -0.8293
O -1.3525 -4.0474 -4.4450
H 6.0509 -2.5452 -2.6672
H -2.4694 3.2653 -2.2430
H 1.0896 -0.8926 -5.0810
H -2.0453 1.2127 1.8425
O -5.5277 0.3010 0.7414
C 6.3834 3.7038 -2.6147
H -2.5836 2.6601 -0.6776
*
```

HOMO level in eV: -10.818
SMILES: CCOC(=O)C(F)(F)F.COC(=O)OC.COC(=O)OC.COC(=O)OC.COC(=O)OC.COC(=O)OC.COC(=O)OC.COC(=O)OC.CC#N.CC#N
Total energy in Ha: -3276.45170

[5]
CHN3OS in the gas phase. Source: OMol25; level of theory: ωB97M-V with the def2-TZVPD basis set.

Geometry as ORCA input:
```
! wB97M-V def2-TZVPD RIJCOSX def2/J DEFGRID3
* xyz 0 1
C -0.5271 0.6082 0.5254
O 0.5835 -0.6138 -2.7656
N 0.6631 -0.7893 2.0051
S 0.5707 -0.8591 -1.3681
N -0.3992 0.1942 -0.7593
H -0.9572 1.5191 0.9601
N 0.0662 -0.0594 1.4023
*
```

HOMO level in eV: -8.555
Total energy in Ha: -676.28480

[6]
CH4ClPS2 in the gas phase. Source: OMol25; level of theory: ωB97M-V with the def2-TZVPD basis set.

Geometry as ORCA input:
```
! wB97M-V def2-TZVPD RIJCOSX def2/J DEFGRID3
* xyz 0 1
H -2.4441 0.3467 0.2957
P -0.1696 -0.4497 1.0292
Cl 1.9361 1.4238 -0.8564
S -2.1302 -0.9351 0.4995
H -0.0835 2.0872 -0.3688
C 0.2286 1.0859 -0.6013
H 1.7459 -2.3066 1.3980
H -0.0387 0.7759 -1.6079
S 0.9555 -2.0281 0.2120
*
```

HOMO level in eV: -8.756
SMILES: SP(S)CCl
Total energy in Ha: -1638.38769

[7]
3 unconnected molecules or ions with the total composition C18H37BrN5O6. Source: OMol25; level of theory: ωB97M-V with the def2-TZVPD basis set.

Geometry as ORCA input:
```
! wB97M-V def2-TZVPD RIJCOSX def2/J DEFGRID3
* xyz 1 1
H 0.0888 1.0894 -1.4780
H -1.2640 3.8508 -4.0744
H 0.0027 -2.1473 -0.4290
O -2.8073 -1.0564 5.0507
O -1.1423 -0.6807 6.5338
H -4.2016 1.1963 5.4373
H -3.5177 -1.3678 6.9775
C -3.9618 0.6606 6.3569
H 6.0555 -1.8316 -2.5557
H -5.1457 2.0621 -1.3021
C 0.6291 -0.9981 4.6172
H 7.4644 -3.7620 -2.5611
H 6.2390 -4.7515 -1.7340
H 0.8567 0.0517 4.7978
H -6.6757 4.0587 -1.2050
H -1.2852 -1.5281 -1.4774
O -2.7394 2.4056 -4.2258
C 2.7531 1.8457 -2.1537
C 5.5118 -2.4952 -0.5630
H 3.1800 1.3841 -4.0946
C 3.3981 -1.2415 -0.4726
H 3.7154 -2.9392 0.5074
H 6.0494 -4.3291 -3.4075
H -6.4720 1.9315 -2.4516
C -1.5407 -0.9382 5.4310
H 4.6820 -0.0551 -1.6881
H -6.3394 4.3836 -2.9144
H -4.7685 0.8139 7.0727
C -0.7201 -0.1540 0.0963
H 0.5583 1.5559 0.1363
H -1.8137 -3.3677 0.3413
C -3.4219 2.6254 -3.0967
H 2.0657 2.5330 -1.6861
H -5.0567 4.5425 -1.7184
C 1.7174 0.0486 -0.6464
H -2.9558 -2.0375 0.0580
C 0.3968 0.6966 -0.5152
H -4.7116 -1.2382 5.6910
H -1.8423 -2.0187 1.4280
C -3.7863 -0.8163 6.0772
C -1.3676 2.7681 -4.1413
N 2.3779 1.6124 -3.5276
H 3.7615 2.2382 -2.0531
O -4.6892 2.3147 -3.3134
H 4.6113 -2.7962 -2.4890
H 1.1477 -1.3316 3.7213
H 0.9476 -1.5996 5.4650
N 2.1442 -1.0832 -0.0823
C 6.4059 -3.9582 -2.4532
H -0.8927 2.4182 -5.0542
O -0.7664 -1.1661 4.3616
C -1.9560 -2.2958 0.3845
H -3.0519 1.0947 6.7682
H -0.6602 -0.1719 1.1774
C -0.8999 -1.5554 -0.4624
N 4.1571 -2.2824 -0.1118
N 2.7033 0.6088 -1.3684
N 3.7787 -0.2147 -1.2718
Br 6.6658 -1.0272 0.0175
H -0.8927 2.2923 -3.2836
O -2.9356 2.9920 -2.0568
H 1.9250 2.4367 -3.8931
H -1.6425 0.3763 -0.1261
C 5.6164 -2.7075 -2.0900
C -5.5810 2.5016 -2.1992
H 5.8320 -3.4051 -0.0817
C -5.9333 3.9591 -1.9959
*
```

HOMO level in eV: -12.498
Total energy in Ha: -4007.10448

[8]
2 unconnected molecules or ions with the total composition C2H6N2. Source: OMol25; level of theory: ωB97M-V with the def2-TZVPD basis set.

Geometry as ORCA input:
```
! wB97M-V def2-TZVPD RIJCOSX def2/J DEFGRID3
* xyz 0 1
N -1.3193 2.1447 -2.2315
N 0.7944 -0.6800 1.7378
H -1.6816 2.8874 -1.6245
C 1.1456 -1.7915 1.2388
H 1.0512 -1.9081 0.1569
H 1.1615 -0.6396 2.6934
H -0.0983 0.5608 -1.6503
H -1.5406 0.9728 -0.5609
H 1.4774 -2.7056 1.7261
C -0.9903 1.1590 -1.4857
*
```

HOMO level in eV: -9.454
SMILES: C=N.C=N
Total energy in Ha: -189.22096

[9]
A molecular structure, C12H15N3O12P2V. Source: OMol25; level of theory: ωB97M-V with the def2-TZVPD basis set.

Geometry as ORCA input:
```
! wB97M-V def2-TZVPD RIJCOSX def2/J DEFGRID3
* xyz -2 2
H -2.1250 -1.9155 2.6378
C -2.9421 -0.5145 1.2120
O 2.1637 0.3001 2.1799
H 1.1784 -1.5825 -1.1702
C 1.9923 -0.9481 2.3477
C 2.9763 -0.6904 -1.8886
O -3.6910 -1.4719 -1.6574
C 1.7564 -0.6746 -1.2594
O -2.5645 0.5869 0.6782
O 2.8457 -1.7860 2.6638
H 1.4427 2.5241 -0.5587
H -1.5771 0.0161 3.6533
O 0.0918 1.9378 1.5013
C -0.7588 1.7347 2.6306
H 0.9413 1.3902 1.6994
O -0.3544 0.9611 -3.3721
H 0.6724 -2.1896 1.1795
C 3.5205 -1.9283 -2.3849
O -1.9963 -1.4255 -3.5265
H -3.9781 -1.1250 -0.7852
O -1.2073 -1.0223 -1.1365
C -0.6934 0.2692 3.0632
H -1.7615 2.0106 2.3313
N 3.9971 -2.8925 -2.7922
H -0.7255 0.1641 -3.8199
C 0.5892 -1.5693 2.0737
C 1.9079 1.6271 -0.9357
H 4.6623 0.4967 -2.5565
O -1.9881 2.9192 -3.4611
C -1.8145 -1.4166 1.7170
H 3.6215 2.6242 -1.6885
H -1.6601 -2.1725 0.9515
N -0.5639 -0.6509 1.8930
O -0.9235 2.1907 -1.2286
C 3.1217 1.6694 -1.5748
N 1.1936 0.4635 -0.7611
V -0.6140 0.5733 -0.0418
P -1.4851 1.8296 -2.6083
O -4.1051 -0.9255 1.3024
H 0.4033 -2.2434 2.9139
H 0.1769 0.1416 3.6923
C 3.7008 0.5049 -2.0632
O -2.6610 0.7110 -2.3243
H -0.4503 2.3702 3.4637
P -2.3151 -0.8715 -2.1900
*
```

HOMO level (spin up / spin down) in eV: -0.508 / -0.934
Total energy in Ha: -3160.64830